No. 1
Computed, not measured: a cluster of 3 separate species, C7H14 in total, with wB97M-V/def2-TZVPD.

```
21
Properties=species:S:1:pos:R:3:forces:R:3
C -0.9290 -0.4774 1.3560 0.009 0.000 0.027
C -0.7581 -1.6175 0.3443 -0.030 -0.034 -0.016
C 0.5222 -1.5796 -0.4925 0.034 -0.037 0.035
C 0.6807 -0.3083 -1.3432 -0.039 0.023 -0.072
C 1.0084 0.9195 -0.5164 -0.059 -0.118 0.152
C -0.0598 1.6440 0.1417 -0.063 -0.049 -0.161
C -1.2331 0.8935 0.7437 -0.005 -0.026 0.023
H -0.0289 -0.4009 1.9825 -0.103 -0.009 -0.081
H -1.7530 -0.7443 2.0296 0.114 0.038 -0.094
H -1.6270 -1.6210 -0.3311 0.109 0.007 0.084
H -0.7873 -2.5729 0.8839 -0.003 0.130 -0.076
H 1.3954 -1.6769 0.1684 -0.109 0.021 -0.084
H 0.5327 -2.4559 -1.1537 0.002 0.127 0.093
H 1.5043 -0.4562 -2.0535 -0.104 0.021 0.094
H -0.2250 -0.1475 -1.9433 0.103 -0.019 0.086
H 1.9632 0.7934 -0.0169 -0.119 0.105 -0.067
H 1.6131 2.3819 -0.4425 -0.041 -0.009 0.058
H 1.1727 2.6099 0.3929 0.015 -0.014 -0.048
H -0.3835 2.6020 -0.2481 0.132 -0.094 0.068
H -1.6581 1.5481 1.5168 0.059 -0.077 -0.103
H -2.0287 0.7958 -0.0151 0.098 0.014 0.083
```
Positions in Å, forces in eV/Å.

## Properties
Energy relative to the best compared isomer or geometry (same formula, charge and spin) = 117.3 kcal per mole
DFT total energy = -274.9294 a.u.
HOMO-LUMO gap = 9.085 eV

=====

No. 2
Computed, not measured: a cluster of 2 separate species, C3H10N3S in total, with wB97M-V/def2-TZVPD.

```
17
Properties=species:S:1:pos:R:3:forces:R:3
C 0.2389 0.4592 0.0741 -1.764 -1.867 0.306
C 0.9754 -1.6497 -0.8190 0.360 -1.269 -0.534
C -3.0145 -0.5237 -1.1115 -0.258 0.805 0.767
N 0.3050 1.6873 0.5610 4.166 -1.004 0.890
N 1.2559 -0.3505 -0.1985 -1.550 0.217 -0.874
N 2.6021 -0.0001 -0.2221 0.521 2.788 2.657
S -1.9700 -0.5632 0.4005 2.791 1.216 -0.563
H 0.5312 -2.4078 -0.1706 -0.151 0.591 0.278
H 0.3467 -1.4747 -1.6749 -0.403 -0.059 -0.193
H 1.8749 -2.1596 -1.2138 -0.047 0.877 0.427
H -2.3597 -0.4227 -2.0420 -1.408 0.424 1.213
H -3.9145 0.1748 -0.8166 2.070 -0.918 -1.489
H -3.4000 -1.5380 -1.0967 -0.090 -0.233 -0.277
H -0.5038 2.1916 0.7469 -1.592 0.847 0.403
H 1.1883 1.9488 1.1262 -2.133 -0.196 -1.305
H 3.0827 -0.0128 -1.1097 -0.587 -0.074 -0.550
H 2.7175 0.9644 0.2405 0.076 -2.145 -1.157
```
Positions in Å, forces in eV/Å.

## Properties
Energy relative to the best compared isomer or geometry (same formula, charge and spin) = 103.7 kcal per mole
DFT total energy = -682.3753 a.u.
HOMO-LUMO gap = 7.755 eV
Charge = +1

=====

No. 3
Computed, not measured: a cluster of 2 separate species, CH3F2P in total, with wB97M-V/def2-TZVPD.

```
7
Properties=species:S:1:pos:R:3:forces:R:3
H 2.1659 0.8135 -0.6967 0.959 0.778 -0.378
P 1.0532 0.3546 -0.0427 0.538 -1.727 -1.328
C 1.2813 -1.0432 -1.0417 1.670 0.890 1.683
F 0.5938 -2.1682 -0.7780 -0.671 -0.248 -0.321
H 2.2204 -1.3106 -1.6238 -1.502 0.639 0.339
F -1.4903 0.0848 0.0081 -0.489 -1.197 0.218
H -1.2114 -0.8030 0.1813 -0.506 0.863 -0.213
```
Positions in Å, forces in eV/Å.

## Properties
Energy relative to the best compared isomer or geometry (same formula, charge and spin) = 26.9 kcal per mole
DFT total energy = -580.9021 a.u.
SMILES = [H]/P=C/F.F
HOMO-LUMO gap = 9.414 eV

=====

No. 4
Computed, not measured: an isolated molecule of C3H4S2, with wB97M-V/def2-TZVPD.

```
9
Properties=species:S:1:pos:R:3:forces:R:3
C -0.8482 -0.5613 -0.4750 -1.679 0.216 -1.005
C 0.5382 -0.2637 -0.1550 1.399 1.085 1.655
C 0.6637 0.7924 0.8289 -0.360 2.077 -0.062
S -1.8422 0.9726 -0.0017 1.922 -0.780 0.437
S 1.3282 -0.5343 1.6251 -0.818 -0.454 -1.106
H -0.7829 -0.6876 -1.5570 -0.788 -0.065 -0.154
H -1.3800 -1.4076 -0.0659 0.473 -0.364 0.280
H 1.2181 -0.1235 -0.9798 0.525 -0.783 -0.081
H 1.1050 1.8131 0.7805 -0.675 -0.932 0.035
```
Positions in Å, forces in eV/Å.

## Properties
Energy relative to the best compared isomer or geometry (same formula, charge and spin) = 76.8 kcal per mole
DFT total energy = -912.9382 a.u.
HOMO-LUMO gap (spin up / spin down) = 7.854 / 6.791 eV

=====

No. 5
Computed, not measured: a cluster of 3 separate species, C17H41NO13P2S in total, with wB97M-V/def2-TZVPD.

```
75
Properties=species:S:1:pos:R:3:forces:R:3
C 2.4194 -1.8008 -6.0979 -0.235 -0.048 -0.408
O 1.4500 -1.7277 -5.0668 -0.035 -0.359 -0.186
C 1.4863 -2.8048 -4.1774 0.033 1.118 1.106
N 0.3492 -3.7273 -4.3565 0.753 -0.764 -1.558
C 0.1176 -4.1101 -5.7523 -0.379 -0.449 -0.054
C 0.3828 -4.7995 -3.4685 -0.520 0.646 0.809
O 0.0129 -4.7142 -2.3531 0.029 -0.139 0.688
O 0.8260 -6.0894 -3.9124 0.401 0.675 -0.793
S 2.4068 -6.3393 -3.8227 1.977 -1.879 1.212
C 3.1189 -6.1132 -5.4387 -0.892 0.487 -0.332
O 3.0373 -5.4466 -2.9008 -0.733 1.226 -0.423
O 2.5898 -7.7160 -3.5012 -0.755 -0.324 -0.500
H 2.2286 -2.6509 -6.7595 0.080 -0.043 0.003
H 2.3184 -0.9010 -6.6996 0.036 0.092 0.108
H 3.4407 -1.8733 -5.7173 -0.028 0.050 0.157
H 2.4716 -3.2847 -4.1920 -0.108 -0.284 -0.289
H 1.3737 -2.3612 -3.1860 -0.030 -0.272 0.128
H 1.0062 -4.4267 -6.2986 0.069 0.172 -0.010
H -0.3682 -3.3107 -6.3042 0.112 0.197 0.155
H -0.5609 -4.9620 -5.7556 -0.077 0.048 -0.052
H 4.1027 -5.6702 -5.3267 0.041 -0.094 0.201
H 2.4749 -5.4406 -5.9956 0.203 0.097 -0.120
H 3.1477 -7.0648 -5.9581 0.030 -0.121 0.178
C -2.0841 -0.5376 -2.6206 0.137 0.061 0.083
C -2.4755 0.8233 -3.1683 -0.028 -0.279 -0.205
O -2.3145 1.8689 -2.2051 0.621 -0.334 0.086
P -0.8196 2.3262 -1.7975 -4.642 3.485 1.789
O -0.2101 2.9828 -2.9699 1.963 -2.114 -0.002
O -1.1826 3.5703 -0.8110 0.351 -0.273 0.056
C -0.6719 4.8803 -1.0522 -0.088 0.239 -0.146
C -1.6503 5.7142 -1.8557 -0.190 0.044 0.048
O -0.6420 1.3187 -0.5402 1.925 -0.757 -1.787
C 0.7083 0.9321 -0.1899 0.304 -0.045 0.234
C 1.5592 2.1183 0.2205 -0.128 0.218 -0.077
H -1.0078 -0.5914 -2.4389 -0.019 -0.065 -0.042
H -2.3446 -1.3262 -3.3273 0.004 0.030 -0.031
H -2.5849 -0.7309 -1.6725 -0.047 -0.002 -0.016
H -1.8955 1.0585 -4.0656 -0.011 0.053 0.025
H -3.5287 0.8210 -3.4462 -0.016 0.136 0.082
H 0.2994 4.8307 -1.5441 -0.055 -0.088 -0.119
H -0.5103 5.3389 -0.0747 -0.055 -0.121 0.061
H -2.0293 5.1639 -2.7160 0.180 -0.045 -0.063
H -1.1774 6.6328 -2.2066 0.003 0.002 0.016
H -2.5120 5.9841 -1.2431 0.010 0.006 0.009
H 1.1644 0.4047 -1.0324 -0.041 -0.025 0.010
H 0.6267 0.2261 0.6344 -0.213 0.007 -0.020
H 1.7212 2.8023 -0.6182 0.028 -0.062 -0.001
H 2.5345 1.7833 0.5735 -0.013 -0.050 -0.004
H 1.0689 2.6848 1.0119 0.010 -0.059 0.064
C 2.3630 0.7007 6.8816 -0.147 0.046 0.058
C 2.0135 1.0273 5.4402 0.283 0.074 0.101
O 0.6672 0.6784 5.1080 -0.139 0.292 0.612
P -0.5438 1.5566 5.7217 -1.338 -3.852 -4.396
O -0.4787 2.8975 5.1092 0.506 1.052 2.664
O -1.8043 0.8563 4.9728 -0.029 0.160 0.436
C -2.7101 1.6207 4.1728 -0.007 0.079 -0.311
C -2.3022 1.6023 2.7148 0.040 -0.174 -0.148
O -0.7754 0.6579 7.0538 0.812 2.385 0.915
C -1.3431 1.2978 8.2189 -0.232 0.113 0.228
C -2.7394 1.8305 7.9623 -0.030 0.009 -0.242
H 1.8133 1.3414 7.5753 0.060 0.005 0.006
H 3.4286 0.8504 7.0587 0.003 0.014 -0.043
H 2.1047 -0.3314 7.1157 0.036 -0.025 -0.034
H 2.1793 2.0889 5.2344 -0.043 -0.015 -0.037
H 2.6524 0.4556 4.7682 -0.120 -0.038 -0.073
H -2.7881 2.6413 4.5472 0.163 0.021 0.004
H -3.6944 1.1634 4.2894 0.068 -0.112 0.091
H -1.2383 1.8077 2.5987 -0.014 0.184 0.088
H -2.8637 2.3402 2.1408 0.006 -0.004 -0.012
H -2.4847 0.6190 2.2781 -0.022 0.003 0.002
H -0.6803 2.1020 8.5497 0.020 -0.036 0.007
H -1.3651 0.5471 9.0065 0.097 -0.129 -0.128
H -2.7275 2.6435 7.2307 0.030 0.011 0.055
H -3.1761 2.2149 8.8840 0.040 -0.011 0.025
H -3.3809 1.0451 7.5642 -0.005 -0.044 0.062
```
Positions in Å, forces in eV/Å.

## Properties
DFT total energy = -2786.1821 a.u.
SMILES = COCN(C)C(=O)OS(C)(=O)=O.CCOP(=O)(OCC)OCC.CCOP(=O)(OCC)OCC
HOMO-LUMO gap = 10.445 eV

=====

No. 6
Computed, not measured: a cluster of 2 separate species, C4H13N2S2 in total, with wB97M-V/def2-TZVPD.

```
21
Properties=species:S:1:pos:R:3:forces:R:3
C 0.6190 -0.7568 2.1947 -2.122 0.174 0.920
C -1.5637 1.1517 0.2747 -1.869 -0.751 0.405
C -0.0050 -0.9194 -1.9587 1.421 1.584 -1.027
C 0.4709 -0.1812 -0.6655 -2.022 -2.877 2.237
N -0.0040 -1.2450 0.9622 -0.103 3.272 -2.186
N -0.2928 1.1675 -0.4551 1.567 -1.308 2.202
S -0.0455 0.5145 -3.2736 -0.097 -1.433 -0.710
S 2.1616 0.2004 -0.5282 0.892 0.132 -0.352
H 1.6940 -0.7086 2.3124 0.372 -0.011 -0.383
H 0.1449 0.2276 2.5811 0.776 -1.508 -0.693
H 0.2183 -1.5877 2.8506 0.686 1.069 0.023
H -1.3657 0.7743 1.3194 -0.749 -0.280 -1.580
H -2.0596 2.1361 0.4203 1.044 -0.149 -0.543
H -2.2572 0.6145 -0.4500 0.545 0.008 1.763
H 0.6336 -1.7852 -2.3451 -0.790 1.368 0.970
H -1.0412 -1.1183 -2.0240 -0.930 -0.888 0.875
H 0.3371 -2.1766 0.8606 0.534 -0.716 -1.056
H -0.4943 1.4750 -1.4013 0.634 1.014 -0.659
H 0.4119 1.6428 0.1464 -0.713 0.741 -1.237
H -0.9210 -0.0879 -4.1859 0.743 0.525 1.062
H 2.5440 -0.6869 -1.4529 0.181 0.036 -0.032
```
Positions in Å, forces in eV/Å.

## Properties
Energy relative to the best compared isomer or geometry (same formula, charge and spin) = 105.1 kcal per mole
DFT total energy = -1065.7053 a.u.
HOMO-LUMO gap = 9.379 eV
Charge = +1

=====

Q: DFT total energy of number 4 (C3H4S2)?
A: -912.9382 a.u.